Formula: C44H62BF2KN8O
Source: the Open Molecules 2025 dataset
Level of theory: ωB97M-V/def2-TZVPD

- total charge = -2
- ΔE to the lowest compared entry with this formula, charge and spin (kcal per mole) = 22.2
- HOMO-LUMO gap (eV) = 3.68
- lowest unoccupied orbital energy (Eh) = 0.152
- maximum force (eV/Å) = 2.86

Last column: Löwdin charge in e.
Positions of all 119 atoms, in Å:
K  0.260  0.107  -0.011  0.8480
C  0.327  4.978  4.482  -0.1146
C  -0.824  4.523  3.575  -0.2293
C  -0.360  3.853  2.316  -0.1864
C  -0.051  4.476  1.098  -0.1861
C  -0.211  5.930  0.764  -0.2234
C  -1.499  6.233  -0.013  -0.1104
C  0.373  3.448  0.229  -0.2663
N  0.336  2.246  0.872  -0.0189
C  -0.082  2.471  2.141  -0.2518
C  -0.076  1.481  3.244  0.0190
C  0.304  0.167  3.235  -0.2780
C  0.708  -0.640  4.421  -0.1406
C  0.559  -0.195  5.839  -0.2008
C  -0.899  -0.226  6.309  -0.1009
C  1.276  -1.776  3.961  -0.1455
C  1.219  -1.729  2.474  -0.2716
C  1.831  -2.599  1.617  0.0214
C  2.158  -2.439  0.183  -0.2567
N  2.016  -1.296  -0.528  -0.0245
C  2.597  -1.490  -1.744  -0.2686
C  2.773  -0.434  -2.733  0.0449
C  2.249  0.801  -2.857  -0.1523
N  1.133  1.369  -2.123  0.1020
C  1.360  2.802  -2.055  -0.1545
C  0.942  3.649  -1.095  0.0408
C  2.271  3.086  -3.177  -0.1410
C  2.788  1.931  -3.639  -0.1438
C  3.792  1.753  -4.732  -0.2036
C  3.158  1.201  -6.014  -0.0972
C  2.635  4.473  -3.605  -0.2035
C  3.746  5.092  -2.747  -0.0951
C  3.120  -2.799  -1.830  -0.1833
C  2.832  -3.413  -0.600  -0.1828
C  3.181  -4.808  -0.172  -0.2227
C  4.524  -4.914  0.564  -0.1096
C  3.857  -3.395  -2.994  -0.2176
C  5.360  -3.076  -2.995  -0.1095
N  0.520  -0.598  2.111  -0.1087
C  1.971  -2.846  4.744  -0.2051
C  1.129  -4.108  4.950  -0.1085
H  -0.032  5.467  5.395  0.0526
H  0.975  5.677  3.946  0.0625
H  0.940  4.119  4.766  0.0635
H  -1.449  5.391  3.333  0.0904
H  -1.467  3.839  4.140  0.0933
H  0.645  6.282  0.178  0.0915
H  -0.206  6.520  1.687  0.0893
H  -1.521  5.656  -0.940  0.0654
H  -1.594  7.298  -0.261  0.0526
H  -2.371  5.936  0.576  0.0665
H  -0.257  1.910  4.226  0.0731
H  0.944  0.825  5.940  0.1047
H  1.161  -0.829  6.495  0.0911
H  -1.517  0.414  5.677  0.0610
H  -0.991  0.119  7.344  0.0586
H  -1.300  -1.242  6.247  0.0617
H  2.258  -3.487  2.077  0.0738
H  3.543  -0.648  -3.474  0.0950
H  1.156  4.693  -1.323  0.0975
H  4.573  1.063  -4.398  0.1042
H  4.289  2.703  -4.943  0.0955
H  2.650  0.257  -5.805  0.0705
H  3.905  1.028  -6.794  0.0596
H  2.413  1.901  -6.399  0.0695
H  1.744  5.106  -3.557  0.1066
H  2.954  4.459  -4.650  0.0957
H  3.461  5.107  -1.695  0.0686
H  3.968  6.116  -3.060  0.0597
H  4.661  4.501  -2.829  0.0704
H  3.205  -5.471  -1.045  0.0884
H  2.393  -5.195  0.482  0.0946
H  5.339  -4.574  -0.080  0.0504
H  4.741  -5.941  0.881  0.0539
H  4.519  -4.273  1.448  0.0629
H  3.422  -3.039  -3.933  0.0956
H  3.731  -4.483  -2.994  0.0895
H  5.521  -1.997  -3.050  0.0604
H  5.878  -3.546  -3.840  0.0544
H  5.824  -3.425  -2.070  0.0532
H  2.282  -2.456  5.717  0.0917
H  2.886  -3.119  4.210  0.1013
H  0.247  -3.893  5.559  0.0607
H  1.707  -4.891  5.451  0.0582
H  0.782  -4.497  3.990  0.0695
C  -2.281  -2.963  3.750  -0.0811
C  -2.655  -1.687  3.016  -0.3196
O  -2.020  -1.589  1.762  -0.1332
H  -2.821  -3.037  4.701  0.0670
H  -1.209  -2.969  3.954  0.0424
H  -2.522  -3.835  3.136  0.0727
H  -2.414  -0.815  3.634  0.0991
H  -3.737  -1.669  2.838  0.0991
H  -1.084  -1.265  1.896  0.0432
C  -2.781  -1.924  -1.304  -0.1483
N  -4.068  -2.638  -1.449  -0.0839
C  -4.961  -2.149  -0.391  -0.1761
N  -5.193  -0.699  -0.467  -0.0850
C  -3.877  -0.032  -0.352  -0.1482
N  -2.959  -0.469  -1.403  -0.0815
C  -3.550  -0.165  -2.702  -0.1816
N  -4.858  -0.829  -2.888  -0.0910
C  -4.647  -2.275  -2.740  -0.1965
C  -5.736  -0.399  -1.792  -0.1995
H  -2.102  -2.250  -2.094  0.1300
H  -2.356  -2.166  -0.333  0.1092
H  -4.511  -2.380  0.576  0.1143
H  -5.922  -2.664  -0.473  0.1137
H  -3.438  -0.269  0.614  0.1088
H  -4.020  1.048  -0.432  0.1311
H  -2.872  -0.495  -3.489  0.1192
H  -3.688  0.914  -2.788  0.1221
H  -3.977  -2.613  -3.533  0.1193
H  -5.610  -2.782  -2.853  0.1120
H  -6.702  -0.900  -1.901  0.1116
H  -5.890  0.680  -1.871  0.1169
F  -1.236  1.743  -2.332  0.2366
B  -0.171  0.946  -2.463  -0.8629
F  -0.417  -0.243  -3.031  0.2285